(1)
Entry from the Open Molecules 2025 dataset: a cluster of 2 separate species, C5H6BrNS in total in a non-equilibrium geometry (wB97M-V/def2-TZVPD).

Last column: Löwdin charge in e.
Geometry (Å):
C (-1.824, 1.322, -0.129)  -0.243
C (-1.073, 2.443, 0.129)  -0.401
C (0.140, 0.348, -0.021)  -0.688
C (0.704, -2.058, -0.491)  -0.144
C (1.071, -0.683, -0.083)  -0.794
N (-1.149, 0.177, -0.205)  0.042
S (0.581, 2.043, 0.282)  0.974
Br (2.895, -0.241, -0.116)  0.731
H (-2.887, 1.310, -0.286)  0.104
H (-1.404, 3.456, 0.232)  0.057
H (-0.329, -2.257, -0.223)  0.075
H (1.367, -2.791, -0.035)  0.069
H (0.804, -2.148, -1.578)  0.090
H (1.103, -0.922, 2.525)  0.129

## Properties
E_LUMO (spin up / spin down), eV: 0.686 / -1.251
2S+1: 3
HOMO (spin up / spin down), eV: -7.4427 / -9.5098
HOMO-LUMO gap (spin up / spin down), eV: 8.13 / 8.26
Expectation value of S²: 2.0338
Energy above the lowest of the compared OMol25 structures with the same formula, charge and spin, kJ/mol: 0.0


(2)
Entry from the Open Molecules 2025 dataset: an isolated molecule of C4H7NO2 in a non-equilibrium geometry (wB97M-V/def2-TZVPD).

Last column: Löwdin charge in e.
Geometry (Å):
C (-1.475, 1.889, -0.300)  -0.074
C (-0.139, -0.179, 0.102)  -0.432
C (0.381, -0.944, 1.076)  -0.021
C (1.467, -1.913, 0.749)  -0.265
H (-0.891, 2.293, -1.137)  0.070
H (-1.737, 2.724, 0.485)  0.122
H (-2.444, 1.384, -0.600)  0.101
H (0.471, -1.237, -1.306)  0.073
H (0.883, 0.488, -1.876)  0.241
H (0.139, -0.849, 2.179)  0.144
H (2.040, -1.605, -0.218)  0.126
N (0.102, -0.262, -1.262)  0.072
O (-0.725, 0.997, 0.569)  -0.128
O (1.926, -2.786, 1.539)  -0.029

## Properties
Structure (SMILES): CO/C(N)=C/C=O
E_LUMO, eV: -0.004
2S+1: 1
HOMO, eV: -8.9756
HOMO-LUMO gap, eV: 8.97
Energy above the lowest of the compared OMol25 structures with the same formula, charge and spin, kJ/mol: 344.0


(3)
Entry from the Open Molecules 2025 dataset: an isolated molecule of C4H5NO3 in a non-equilibrium geometry (wB97M-V/def2-TZVPD).

Last column: Löwdin charge in e.
Geometry (Å):
C (-1.417, 0.093, -0.820)  -0.056
C (-0.019, -0.894, 0.624)  -0.288
C (1.575, 0.712, -0.017)  -0.046
C (0.230, 0.552, 0.605)  -0.395
H (-1.061, -0.089, -1.902)  0.164
H (-2.547, 0.122, -0.591)  0.162
H (-0.074, -1.443, 1.655)  0.206
H (2.142, 1.729, -0.059)  0.159
H (0.087, 0.932, 1.539)  0.134
N (2.000, -0.400, -0.540)  0.080
O (-1.260, -1.048, 0.146)  -0.031
O (0.979, -1.391, -0.448)  -0.078
O (-0.634, 1.124, -0.191)  -0.010

## Properties
Structure (SMILES): C1=NO[C@@H]2OCO[C@H]12
E_LUMO, eV: 0.756
2S+1: 1
HOMO, eV: -9.9995
HOMO-LUMO gap, eV: 10.76
Energy above the lowest of the compared OMol25 structures with the same formula, charge and spin, kJ/mol: 448.7


(4)
Entry from the Open Molecules 2025 dataset: a structure of composition C34H40IrN4O3P2 in a non-equilibrium geometry (wB97M-V/def2-TZVPD).

Last column: Löwdin charge in e.
Geometry (Å):
Ir (2.721, 0.186, -3.641)  1.273
C (4.679, 0.032, -3.824)  -0.304
C (4.289, 1.448, -3.848)  -0.329
C (4.244, 2.186, -5.145)  -0.188
C (3.229, 1.550, -6.132)  -0.166
C (2.208, 0.637, -5.499)  -0.310
C (2.451, -0.811, -5.329)  -0.333
C (3.735, -1.489, -5.656)  -0.168
C (4.988, -0.801, -5.033)  -0.152
C (1.306, -0.853, -2.714)  -0.322
H (5.269, -0.183, -2.925)  0.098
H (4.559, 1.999, -2.923)  0.098
H (5.239, 2.218, -5.628)  0.131
H (4.005, 3.233, -4.911)  0.106
H (2.690, 2.355, -6.654)  0.118
H (3.802, 1.026, -6.906)  0.120
H (1.164, 0.904, -5.678)  0.083
H (1.525, -1.380, -5.375)  0.111
H (3.792, -1.588, -6.746)  0.127
H (3.621, -2.509, -5.248)  0.125
H (5.661, -1.606, -4.708)  0.123
H (5.539, -0.212, -5.759)  0.114
H (1.607, -1.895, -2.538)  0.028
H (0.547, -0.865, -3.513)  -0.004
H (0.930, -0.383, -1.785)  -0.056
P (0.518, 2.318, -2.405)  1.130
P (2.640, 0.926, -0.284)  1.219
N (-0.527, 2.657, -4.041)  -0.136
N (-0.749, 3.046, -1.487)  -0.300
N (4.073, -0.532, -0.595)  -0.162
N (3.136, 1.142, 1.296)  -0.256
C (1.932, 3.384, -1.910)  -0.377
C (2.784, 2.798, -0.745)  -0.299
C (-1.052, 1.583, -4.761)  -0.058
C (-1.909, 2.051, -5.764)  0.015
C (-1.971, 3.470, -5.622)  0.025
C (-1.096, 3.808, -4.576)  0.003
C (-1.926, 2.282, -1.378)  -0.159
C (-2.978, 3.092, -1.010)  -0.061
C (-2.453, 4.422, -0.834)  -0.052
C (-1.090, 4.361, -1.133)  -0.127
C (3.694, -1.816, -0.960)  -0.221
C (4.793, -2.659, -1.102)  -0.068
C (5.930, -1.886, -0.746)  -0.072
C (5.465, -0.587, -0.449)  -0.185
C (3.905, 0.303, 2.126)  -0.081
C (3.551, 0.568, 3.426)  -0.036
C (2.556, 1.595, 3.412)  -0.061
C (2.260, 1.889, 2.124)  -0.151
H (1.558, 4.373, -1.613)  0.070
H (2.550, 3.526, -2.808)  0.064
H (3.857, 3.016, -0.876)  0.096
H (2.432, 3.286, 0.167)  0.060
H (-0.825, 0.573, -4.451)  0.113
H (-2.449, 1.441, -6.488)  0.131
H (-2.610, 4.150, -6.195)  0.135
H (-0.861, 4.786, -4.170)  0.139
H (-1.842, 1.229, -1.589)  0.102
H (-4.000, 2.763, -0.872)  0.107
H (-3.013, 5.300, -0.516)  0.110
H (-0.321, 5.125, -1.091)  0.101
H (2.679, -2.144, -0.945)  0.063
H (4.717, -3.707, -1.376)  0.106
H (6.959, -2.210, -0.704)  0.103
H (6.025, 0.239, -0.023)  0.112
H (4.654, -0.334, 1.685)  0.097
H (3.942, 0.071, 4.292)  0.107
H (2.096, 2.078, 4.250)  0.108
H (1.521, 2.544, 1.687)  0.108
O (1.296, -3.307, 2.099)  0.170
C (0.323, -2.663, 2.743)  -0.184
C (-0.388, -3.326, 3.766)  0.069
C (-1.149, -2.581, 4.657)  -0.005
C (-1.228, -1.187, 4.526)  0.022
C (-0.647, -0.540, 3.429)  0.040
C (0.067, -1.272, 2.485)  -0.007
C (0.674, -0.642, 1.258)  -0.517
O (0.337, 0.505, 0.860)  -0.039
O (1.603, -1.342, 0.690)  -0.075
H (1.617, -2.567, 1.379)  0.091
H (-0.275, -4.403, 3.858)  0.145
H (-1.681, -3.089, 5.460)  0.131
H (-1.755, -0.590, 5.269)  0.134
H (-0.712, 0.540, 3.278)  0.138

## Properties
E_LUMO (spin up / spin down), eV: -5.575 / -8.647
2S+1: 6
HOMO (spin up / spin down), eV: -10.8674 / -12.4508
HOMO-LUMO gap (spin up / spin down), eV: 5.29 / 3.80
Expectation value of S²: 8.8086
Energy above the lowest of the compared OMol25 structures with the same formula, charge and spin, kJ/mol: 0.0
Net charge: +2